C31H35N2O4V | ωB97M-V/def2-TZVPD

## Properties
**E_HOMO (spin up / spin down)**: -14.353 / -14.370 eV
**E_LUMO (spin up / spin down)**: -7.2 / -6.7 eV
**<S²>**: 2.02
**Gap between HOMO and LUMO (spin up / spin down)**: 7.182 / 7.653 eV

```
! wB97M-V def2-TZVPD RIJCOSX def2/J DEFGRID3
* xyz 2 3
V -0.046 0.325 -0.055
C 1.373 2.675 -2.859
C 1.898 1.726 -1.812
C 2.445 0.481 -2.198
C 2.621 0.243 -3.682
C 2.833 -0.444 -1.228
C 3.461 -1.773 -1.577
C 2.634 -0.134 0.136
C 2.976 -1.141 1.214
C 2.289 1.175 0.517
C 2.464 1.594 1.958
C 1.959 2.130 -0.476
C 1.818 3.588 -0.111
H 2.177 3.271 -3.299
H 0.644 3.363 -2.437
H 0.891 2.144 -3.678
H 1.664 0.168 -4.207
H 3.195 -0.646 -3.912
H 3.138 1.085 -4.145
H 4.505 -1.794 -1.257
H 3.442 -1.990 -2.639
H 2.967 -2.604 -1.075
H 3.963 -0.939 1.639
H 2.988 -2.160 0.840
H 2.279 -1.111 2.051
H 3.528 1.757 2.154
H 2.120 0.841 2.662
H 1.934 2.512 2.187
H 0.852 3.875 0.304
H 1.989 4.221 -0.977
H 2.567 3.852 0.634
O -3.892 -4.337 2.989
C -4.315 -3.001 3.106
C -3.412 -2.150 2.253
C -3.641 -0.786 2.112
C -2.779 -0.032 1.358
N -1.727 -0.571 0.711
C -1.543 -1.908 0.790
C -2.347 -2.713 1.561
C -0.582 -2.446 -0.227
C -0.425 -3.793 -0.454
C 0.178 -4.225 -1.629
C 0.341 -5.687 -1.939
O -0.032 -6.420 -0.799
C 0.575 -3.266 -2.548
C 0.457 -1.935 -2.229
N -0.075 -1.506 -1.071
H -4.453 -4.913 3.518
H -4.254 -2.634 4.136
H -5.347 -2.858 2.768
H -4.484 -0.302 2.588
H -2.926 1.033 1.254
H -2.187 -3.778 1.612
H -0.807 -4.525 0.243
H 1.381 -5.865 -2.231
H -0.291 -5.916 -2.805
H 0.081 -7.362 -0.962
H 0.993 -3.547 -3.507
H 0.804 -1.174 -2.911
O -0.323 1.618 1.516
C -0.972 2.362 0.720
O -1.003 1.902 -0.514
C -1.662 3.588 1.075
C -1.620 4.054 2.389
C -2.275 5.231 2.704
C -2.960 5.930 1.716
C -2.999 5.463 0.407
C -2.348 4.287 0.081
H -1.077 3.502 3.147
H -2.251 5.611 3.716
H -3.470 6.850 1.969
H -3.534 6.016 -0.352
H -2.365 3.910 -0.932
*
```

C31H35N3O5 | ωB97M-V/def2-TZVPD

## Properties
**E_HOMO**: -7.770 eV
**E_LUMO**: -0.2 eV
**Energy relative to the best compared isomer or geometry (same formula, charge and spin)**: 36.77 kcal/mol
**Gap between HOMO and LUMO**: 7.545 eV

```
! wB97M-V def2-TZVPD RIJCOSX def2/J DEFGRID3
* xyz 0 1
C -4.414 0.978 -3.090
C -4.937 0.169 -1.910
C -5.698 1.070 -0.931
N -6.174 0.388 0.254
C -7.570 -0.001 0.316
C -7.923 -1.187 -0.584
C -7.128 -2.434 -0.219
C -5.382 0.122 1.320
O -5.778 -0.451 2.318
C -3.962 0.601 1.219
C -3.668 1.945 1.534
C -2.383 2.410 1.500
C -1.334 1.539 1.149
N -0.076 2.005 1.024
C 0.880 1.161 0.724
C 2.220 1.712 0.497
C 2.710 2.720 1.317
C 3.998 3.178 1.137
C 4.835 2.660 0.150
O 6.083 3.204 0.145
C 7.041 2.858 -0.829
C 4.330 1.659 -0.706
O 5.155 1.147 -1.677
C 4.698 0.064 -2.450
C 3.029 1.218 -0.524
C 0.611 -0.248 0.619
C 1.687 -1.233 0.478
C 1.554 -2.300 -0.401
C 2.603 -3.178 -0.569
C 3.806 -3.032 0.120
O 4.743 -3.966 -0.203
C 5.954 -4.076 0.512
C 3.936 -1.966 1.033
O 5.127 -1.815 1.701
C 5.293 -0.698 2.540
C 2.869 -1.100 1.206
N -0.619 -0.698 0.649
C -1.621 0.172 0.883
C -2.954 -0.277 0.916
H -5.234 1.455 -3.624
H -3.881 0.335 -3.785
H -3.731 1.753 -2.748
H -4.098 -0.296 -1.391
H -5.591 -0.624 -2.272
H -5.040 1.893 -0.636
H -6.567 1.499 -1.437
H -8.188 0.864 0.050
H -7.766 -0.271 1.357
H -8.990 -1.386 -0.468
H -7.750 -0.925 -1.631
H -6.063 -2.265 -0.360
H -7.430 -3.275 -0.838
H -7.291 -2.691 0.825
H -4.479 2.604 1.810
H -2.143 3.436 1.730
H 2.084 3.124 2.096
H 4.406 3.950 1.770
H 7.905 3.485 -0.609
H 6.685 3.069 -1.839
H 7.328 1.806 -0.760
H 5.540 -0.211 -3.084
H 4.417 -0.790 -1.826
H 3.851 0.347 -3.082
H 2.623 0.473 -1.188
H 0.636 -2.422 -0.953
H 2.528 -4.007 -1.254
H 6.595 -3.205 0.363
H 6.443 -4.961 0.102
H 5.781 -4.218 1.580
H 5.157 0.243 1.996
H 4.610 -0.728 3.394
H 6.319 -0.762 2.901
H 2.944 -0.298 1.921
H -3.152 -1.321 0.722
*
```

| no. | energy (a.u.) |
| --- | --- |
| 1 | -2556.35373 |
| 2 | -1742.73021 |